1.
The following is a DFT calculation (ωB97M-V/def2-TZVPD) of a molecular structure, C33H32IN4O4S2SnTe.

Each line ends with the natural charge from an NBO analysis.
Geometry (Å):
1 Sn -0.30410 -0.04339 1.12287  1.1702
2 C 1.31014 4.16792 -0.28777  -0.6500
3 C 0.12646 4.11898 -1.20318  0.1914
4 N -0.22882 5.19038 -1.86548  -0.4183
5 C -1.34491 5.15260 -2.63240  -0.0260
6 C -2.18524 4.07606 -2.70781  -0.0625
7 C -3.45544 4.15916 -3.51081  -0.0825
8 O -4.49820 4.86157 -2.82795  -0.7189
9 C -1.84622 2.89713 -1.99690  -0.2514
10 C -2.76636 1.84924 -1.70385  0.1688
11 N -2.40050 0.65398 -1.34191  -0.5880
12 C -3.18534 -0.20795 -0.50696  0.1658
13 C -4.51943 -0.48048 -0.77683  -0.2786
14 C -5.16364 -1.46222 -0.03937  -0.2204
15 C -4.47255 -2.13678 0.95595  -0.2256
16 C -3.16355 -1.78253 1.25868  -0.2108
17 C -2.47321 -0.80806 0.54102  -0.4981
18 I -1.33552 0.35293 3.71111  -0.6254
19 C -0.61028 2.87816 -1.26254  0.3939
20 O -0.22573 1.85561 -0.62520  -0.7481
21 H 1.89467 5.06698 -0.46774  0.2181
22 H 1.92242 3.27413 -0.40310  0.2376
23 H 0.95181 4.17784 0.74549  0.2281
24 H -1.56676 6.06306 -3.17960  0.1831
25 H -3.79704 3.15259 -3.78080  0.1596
26 H -3.28571 4.71547 -4.43299  0.1888
27 H -4.48844 4.58743 -1.90562  0.4646
28 H -3.82182 2.09641 -1.56551  0.1835
29 H -5.04379 0.03644 -1.57336  0.2025
30 H -6.19799 -1.70194 -0.25335  0.2032
31 H -4.95934 -2.93485 1.50416  0.2039
32 H -2.65667 -2.28407 2.07701  0.2146
33 O 0.52991 -2.47877 -3.18955  -0.7044
34 C 1.32815 -3.53846 -2.81742  0.3868
35 C 1.57792 -4.54340 -3.74473  -0.3065
36 C 2.40066 -5.60870 -3.42180  -0.2085
37 C 2.99625 -5.66512 -2.17337  -0.2509
38 C 2.74210 -4.66389 -1.24987  -0.1450
39 C 1.89302 -3.60006 -1.53846  -0.1494
40 C 1.66340 -2.55509 -0.47843  0.5580
41 O 0.45360 -2.18719 -0.21420  -0.8149
42 N 2.79434 -2.18621 0.05216  -0.4412
43 N 2.85303 -1.16253 0.93440  -0.2793
44 C 3.19312 -1.34136 2.13219  -0.0898
45 S 3.47593 -2.90201 2.94882  0.2049
46 C 3.10724 -2.21401 4.58919  -0.5323
47 C 3.74517 -0.84306 4.69666  -0.5361
48 S 3.42671 0.07344 3.15671  0.2743
49 H 0.20709 -2.62449 -4.08652  0.4923
50 H 1.12922 -4.48319 -4.73182  0.1956
51 H 2.58148 -6.38528 -4.15427  0.2038
52 H 3.65675 -6.48563 -1.92398  0.2056
53 H 3.20241 -4.68014 -0.27180  0.2330
54 H 3.50064 -2.89814 5.34079  0.2222
55 H 2.02644 -2.14160 4.69460  0.2278
56 H 4.82461 -0.90778 4.82872  0.2091
57 H 3.29486 -0.26895 5.50651  0.2296
58 C -0.91829 0.16272 -8.48136  -0.6250
59 C -0.94075 0.17029 -6.97678  -0.0020
60 C -2.12580 -0.00164 -6.27668  -0.2341
61 C -2.15358 -0.09200 -4.88886  -0.0411
62 C -3.47914 -0.30935 -4.22072  -0.6388
63 C -0.95390 0.01565 -4.15722  -0.2634
64 Te -0.81509 -0.52823 -2.08169  0.9764
65 C 0.24276 0.25704 -4.85736  -0.0301
66 C 1.56756 0.45789 -4.16316  -0.6493
67 C 0.22884 0.31985 -6.24738  -0.2350
68 H -1.92962 0.14884 -8.88639  0.2101
69 H -0.39853 -0.72462 -8.84903  0.2156
70 H -0.39484 1.03556 -8.87430  0.2162
71 H -3.05828 -0.08378 -6.82596  0.1985
72 H -4.21666 -0.70198 -4.92080  0.2111
73 H -3.86157 0.63348 -3.82354  0.2101
74 H -3.37602 -0.99838 -3.38115  0.2389
75 H 1.42890 0.69019 -3.10871  0.2430
76 H 2.11434 1.27588 -4.63458  0.2149
77 H 2.18751 -0.43845 -4.22867  0.2249
78 H 1.16499 0.48966 -6.77075  0.2014

Atomic forces in eV per Å
Sn 0.313 -0.453 -0.497
C -0.058 -0.031 -0.067
C 0.037 0.446 -0.082
N 0.251 -0.238 0.167
C -0.239 -0.054 -0.152
C -0.086 0.141 -0.068
C 0.002 0.036 0.105
O -0.076 -0.042 -0.033
C 0.326 0.070 -0.035
C 0.078 0.046 0.344
N -0.309 0.356 -0.351
C -0.135 -0.228 0.437
C 0.015 0.045 -0.108
C -0.031 0.040 0.010
C -0.011 0.003 0.036
C 0.230 -0.019 0.058
C 0.088 0.338 -0.361
I -0.328 0.055 0.831
C -0.520 -0.737 0.036
O 0.439 0.808 0.220
H -0.027 0.015 -0.047
H 0.029 0.014 0.039
H 0.079 -0.065 0.022
H -0.031 -0.048 -0.033
H 0.024 0.036 -0.051
H -0.008 -0.026 0.007
H 0.042 0.034 0.025
H -0.022 -0.029 -0.061
H 0.033 -0.019 -0.031
H 0.009 -0.022 0.000
H -0.005 0.043 0.043
H -0.067 -0.002 0.017
O 0.320 -0.092 0.046
C 0.088 -0.356 0.177
C -0.032 0.053 -0.008
C 0.033 -0.021 -0.080
C 0.042 -0.067 0.023
C -0.096 -0.082 -0.132
C -0.202 0.161 -0.160
C -0.332 0.591 0.423
O 0.722 -0.190 0.039
N 0.331 -0.882 -0.304
N -0.515 0.758 0.176
C -0.090 -0.296 -0.210
S -0.003 -0.007 -0.037
C 0.003 -0.067 -0.181
C 0.049 0.237 -0.270
S -0.130 0.126 0.269
H -0.013 0.044 0.011
H -0.014 0.018 0.003
H 0.004 0.001 -0.007
H -0.011 0.002 0.033
H -0.014 0.007 0.006
H -0.012 -0.007 -0.006
H -0.046 0.018 0.054
H -0.028 -0.096 0.148
H 0.089 -0.017 0.046
C 0.010 0.016 0.051
C 0.017 -0.003 0.002
C 0.038 0.027 0.009
C 0.041 -0.063 0.104
C 0.051 -0.006 0.051
C -0.037 0.004 -0.121
Te -0.295 -0.452 -0.770
C 0.103 0.135 0.232
C -0.040 0.012 -0.046
C -0.059 -0.022 -0.045
H 0.007 0.036 -0.030
H 0.003 0.012 -0.024
H -0.018 0.005 -0.020
H -0.005 -0.040 0.012
H 0.021 0.006 -0.006
H -0.062 0.003 0.028
H -0.065 -0.024 0.032
H 0.097 0.038 0.003
H 0.006 -0.011 -0.010
H -0.004 -0.015 0.058
H 0.010 -0.005 0.007

Net charge   -1
HOMO-LUMO gap   6.27 eV



2.
The following is a DFT calculation (ωB97M-V/def2-TZVPD) of a molecular structure, C40H36INPPtS.

Each line ends with the Mulliken charge.
Geometry (Å):
1 Pt -0.42918 -0.76637 -0.30516  1.1288
2 I 0.19446 -0.46828 2.83742  0.2546
3 C -0.60317 1.30746 3.55411  0.0136
4 C -0.80589 1.28888 4.90695  -0.7046
5 C -1.19101 2.44498 5.60721  -0.8005
6 C -1.35238 3.59895 4.91429  -0.8826
7 C -1.18283 3.63951 3.50754  0.9015
8 C -1.37300 4.89176 2.87718  -0.7503
9 C -1.23105 5.02701 1.53889  -1.4642
10 C -0.91733 3.89317 0.77360  -0.2724
11 C -0.71488 2.64396 1.31312  1.0283
12 P -0.30266 1.49740 -0.09387  0.8954
13 C 1.41820 1.96300 -0.48586  0.5621
14 C 2.14517 2.81518 0.33834  -0.7870
15 C 3.43217 3.20881 -0.01903  -0.7139
16 C 3.98937 2.76125 -1.20374  -0.7757
17 C 3.27013 1.89934 -2.02751  -0.6561
18 C 2.00118 1.48932 -1.66389  -0.5738
19 C -1.26915 2.15423 -1.50224  0.2987
20 C -2.64459 1.91596 -1.53875  -0.4336
21 C -3.41235 2.36731 -2.60059  -0.6222
22 C -2.81548 3.07039 -3.64013  -0.6366
23 C -1.45335 3.32688 -3.60226  -0.8075
24 C -0.68124 2.87121 -2.54098  -0.1091
25 C -0.82019 2.47412 2.75413  0.3848
26 H -0.64678 0.37083 5.45486  0.4447
27 H -1.32102 2.40836 6.68105  0.3982
28 H -1.61860 4.51883 5.42124  0.3814
29 H -1.63092 5.74205 3.49812  0.4007
30 H -1.36364 5.98271 1.05127  0.4727
31 H -0.82922 4.03290 -0.29246  0.4885
32 H 1.71681 3.18126 1.26234  0.4366
33 H 3.98650 3.87873 0.62603  0.4277
34 H 4.98551 3.07896 -1.48666  0.3631
35 H 3.70268 1.54380 -2.95383  0.5466
36 H 1.45234 0.80545 -2.29739  0.4275
37 H -3.12430 1.37848 -0.73417  0.1511
38 H -4.47773 2.17202 -2.61587  0.4486
39 H -3.41234 3.42368 -4.47166  0.4111
40 H -0.98376 3.89212 -4.39697  0.4606
41 H 0.37890 3.08534 -2.52822  0.5186
42 C 4.38432 -2.95903 0.49826  -1.7832
43 C 4.11163 -1.57177 -0.09916  2.1449
44 C 4.57669 -0.48234 0.87950  -1.2220
45 C 4.85309 -1.43168 -1.43604  -1.3414
46 C 2.66021 -1.39762 -0.30695  -0.0323
47 C 1.45428 -1.28073 -0.43898  -0.9803
48 H 5.45189 -3.06430 0.70901  0.4172
49 H 4.09129 -3.74654 -0.19805  0.3755
50 H 3.83255 -3.09510 1.43008  0.3450
51 H 5.64689 -0.59403 1.07221  0.4497
52 H 4.04167 -0.56085 1.82895  0.3238
53 H 4.39576 0.51180 0.46729  0.0875
54 H 5.92819 -1.55652 -1.28346  0.4006
55 H 4.67613 -0.44808 -1.86956  0.1410
56 H 4.51119 -2.18620 -2.14556  0.3776
57 N -2.49760 -0.80372 -0.01688  -0.4603
58 S -3.32235 -2.13842 -0.37211  -0.0627
59 C -2.51708 -2.65304 -1.87516  0.3855
60 C -2.54856 -3.99735 -2.23212  -0.7482
61 C -1.92086 -4.39163 -3.40028  -0.5367
62 C -1.26480 -3.45286 -4.19281  -0.6785
63 C -1.26447 -2.11521 -3.83468  -0.4289
64 C -1.90798 -1.69701 -2.67533  -0.0220
65 C -2.78809 -3.43373 0.73165  0.7626
66 C -3.76126 -4.01166 1.53188  -0.4183
67 C -3.37974 -4.94369 2.49316  -0.6179
68 C -2.04229 -5.27315 2.64226  -0.4772
69 C -1.07141 -4.68150 1.83400  -0.9378
70 C -1.44030 -3.75861 0.87412  -0.3672
71 H -2.99150 -0.26083 0.67909  0.1458
72 H -3.04848 -4.72570 -1.60557  0.4798
73 H -1.93674 -5.43428 -3.69044  0.4181
74 H -0.77559 -3.76686 -5.10602  0.4062
75 H -0.77119 -1.38264 -4.46029  0.4519
76 H -2.04346 -0.64433 -2.47890  0.5591
77 H -4.80319 -3.73684 1.41118  0.3983
78 H -4.12842 -5.40294 3.12550  0.4117
79 H -1.74738 -5.99393 3.39351  0.4114
80 H -0.02736 -4.94204 1.95420  0.4748
81 H -0.68101 -3.30600 0.24607  0.4914

Atomic forces in eV per Å
Pt -0.659 0.088 0.409
I 0.250 -0.241 0.050
C -0.004 0.033 -0.176
C -0.100 0.204 0.159
C 0.027 -0.159 0.046
C -0.039 0.099 -0.101
C 0.011 -0.034 -0.015
C -0.024 0.025 0.175
C 0.066 0.034 -0.165
C -0.038 0.102 0.060
C -0.391 -0.499 0.281
P 1.196 -0.587 -0.663
C -0.012 0.168 0.157
C 0.037 -0.002 -0.008
C -0.064 0.007 0.031
C 0.004 0.012 -0.025
C -0.029 0.037 0.016
C -0.009 0.056 0.025
C -0.203 -0.125 0.034
C -0.031 0.107 -0.010
C 0.030 0.007 0.012
C 0.011 -0.001 0.003
C -0.028 -0.007 0.006
C 0.047 -0.002 -0.056
C -0.027 0.108 -0.043
H 0.052 0.016 -0.007
H -0.023 -0.006 -0.044
H 0.007 -0.029 -0.031
H -0.002 -0.039 -0.023
H -0.003 -0.008 -0.015
H -0.019 0.062 -0.001
H 0.027 0.013 -0.023
H -0.008 -0.047 0.005
H -0.031 -0.019 -0.004
H -0.002 0.006 0.010
H 0.018 -0.061 -0.001
H 0.003 0.030 -0.043
H 0.038 0.016 0.010
H 0.017 -0.009 0.029
H -0.002 -0.026 0.002
H -0.053 0.032 -0.004
C 0.018 0.005 0.025
C -0.167 -0.018 -0.093
C 0.007 -0.014 0.030
C 0.006 -0.017 0.061
C -0.112 -0.349 -0.012
C 0.480 0.898 0.058
H -0.051 -0.004 -0.017
H -0.011 0.021 0.026
H 0.020 0.004 -0.021
H -0.033 0.020 -0.011
H 0.032 -0.007 -0.043
H 0.008 -0.033 0.011
H -0.043 0.003 -0.006
H 0.024 0.001 -0.002
H 0.020 -0.002 0.007
N -0.134 0.257 -0.139
S -0.008 -0.003 0.245
C 0.009 -0.059 -0.005
C 0.056 0.026 0.039
C 0.026 0.016 -0.041
C -0.010 -0.012 0.027
C 0.066 -0.054 -0.072
C -0.358 -0.013 -0.293
C 0.075 -0.040 0.035
C 0.035 -0.042 0.022
C 0.001 0.020 -0.029
C 0.004 0.038 -0.047
C 0.004 -0.010 0.028
C -0.200 -0.037 0.098
H -0.116 -0.075 -0.009
H 0.052 0.013 0.005
H -0.005 0.038 0.005
H 0.017 -0.002 0.049
H -0.049 -0.006 -0.009
H 0.189 0.077 0.146
H 0.043 -0.009 0.004
H 0.020 0.010 -0.025
H 0.003 0.006 -0.013
H -0.035 0.005 0.005
H 0.080 -0.014 -0.101

Net charge   +1
HOMO-LUMO gap (spin up / spin down)   6.58 / 6.58 eV



Q: The lowest net charge belongs to which entry?
A: C33H32IN4O4S2SnTe